1.
Entry from OMol25: a 32-piece molecular cluster, C72H226N18O32 overall (wB97M-V/def2-TZVPD).

CARTESIAN COORDINATES (ANGSTROEM)
O (5.19, 1.08, 8.03)
O (-2.39, -2.51, -6.87)
O (-1.03, -1.66, 6.77)
O (-4.57, -3.25, -1.35)
O (-5.37, -5.15, -3.56)
O (-4.03, -5.70, 0.00)
O (1.64, -2.66, -5.44)
O (5.15, 7.44, 0.81)
O (2.30, 3.54, 2.48)
O (4.41, 4.00, -2.23)
O (1.48, 1.20, 4.07)
O (-0.66, -1.18, -1.72)
O (-7.27, -2.02, -0.04)
O (3.63, -7.62, 0.14)
O (-4.66, -1.36, -3.71)
O (-4.99, 3.40, 0.19)
O (-0.78, -5.35, -0.32)
O (-2.64, -0.66, 2.91)
O (-0.72, 2.55, 5.48)
O (-3.48, 0.22, -5.63)
O (-0.39, 3.34, 2.94)
O (-1.65, 5.57, -0.57)
O (3.59, -4.21, 6.95)
O (4.33, -0.64, -4.58)
O (-4.14, -1.17, -7.94)
O (1.04, 0.28, 6.61)
O (-5.49, -6.11, -8.57)
O (-6.45, -2.84, -5.16)
O (-4.16, 6.29, 4.31)
O (1.83, 5.79, 3.88)
O (5.73, -2.94, 0.95)
O (-0.54, 3.31, -3.94)
N (-4.58, 1.87, -3.15)
N (4.79, 2.40, 1.16)
N (-3.44, 1.89, 2.11)
N (-6.29, 7.89, 6.86)
N (-4.54, 6.27, 1.60)
N (-7.33, -4.30, 2.90)
N (-0.89, -0.12, -5.30)
N (4.88, -3.49, -5.49)
N (-3.72, -4.52, -5.77)
N (-2.00, -4.06, -3.54)
N (-0.43, -3.87, -8.28)
N (2.86, -0.67, 1.75)
N (2.25, 6.13, 7.57)
N (5.41, -9.50, -0.94)
N (5.41, 1.05, 4.37)
N (7.18, 8.87, 2.99)
N (-0.16, 0.66, 1.48)
N (2.51, -5.38, 4.38)
C (-5.43, 8.88, 4.93)
C (-4.62, 6.49, 5.64)
C (5.27, 0.28, -3.95)
C (-1.59, -5.00, -2.58)
C (4.83, 0.80, 5.68)
C (3.24, -6.42, 0.80)
C (3.16, -9.78, -1.71)
C (-6.81, -6.71, -8.70)
C (-3.54, 6.63, 0.64)
C (2.62, 5.83, 6.19)
C (-0.55, 4.53, -0.55)
C (1.52, -2.58, -4.00)
C (-0.53, -5.02, 1.04)
C (8.76, 7.65, 2.05)
C (4.55, -0.62, 5.89)
C (7.06, -3.11, 1.33)
C (-1.82, -1.64, 3.37)
C (-7.69, -2.19, -1.42)
C (-6.37, 3.83, 0.33)
C (3.16, 4.57, -2.72)
C (-2.87, -6.49, -6.99)
C (-5.30, 2.19, -1.95)
C (0.82, 6.19, 3.00)
C (-0.48, -1.04, -0.31)
C (-1.10, 2.21, -4.66)
C (5.05, -1.86, 1.61)
C (-5.38, 0.84, -1.20)
C (1.11, 1.26, -5.51)
C (6.44, 2.05, -0.75)
C (1.67, -3.06, 3.90)
C (2.41, -3.77, 6.27)
C (5.75, 1.39, 6.75)
C (1.07, 1.12, -0.48)
C (-1.16, -4.39, -1.29)
C (-4.62, 3.25, -1.18)
C (0.73, -3.31, -7.63)
C (2.61, -3.96, 4.77)
C (-2.02, -1.10, -2.17)
C (0.66, -3.52, -6.11)
C (-5.40, 0.66, 2.67)
C (3.38, -4.40, 8.37)
C (7.36, 8.09, 1.79)
C (5.87, 1.82, 9.06)
C (1.54, 6.12, 5.21)
C (-3.79, -5.25, -7.00)
C (-2.47, 5.52, 0.60)
C (4.10, 6.50, 0.66)
C (4.57, -1.06, -5.90)
C (-5.75, 7.55, 5.58)
C (-0.15, 1.00, -4.70)
C (-5.34, -5.63, -7.20)
C (-0.25, 0.50, 0.03)
C (-3.17, 0.28, 3.89)
C (-0.54, -5.87, -3.26)
C (-4.16, 1.25, 3.23)
C (-7.57, -3.22, 0.67)
C (5.49, -2.30, -5.99)
C (3.19, 4.37, 6.12)
C (5.96, -2.70, -7.41)
C (4.10, 3.00, -1.25)
C (-6.89, -3.16, 2.07)
C (0.92, -1.89, -8.17)
C (-2.96, 8.03, 0.96)
C (3.61, -1.76, 1.13)
C (3.36, -1.80, -0.38)
C (4.37, -8.85, -1.74)
C (-1.42, 4.43, -3.92)
C (4.10, -7.48, -1.17)
C (-5.31, -3.26, 2.02)
C (6.32, 6.97, 1.47)
C (-3.28, 5.16, 4.29)
C (5.27, 2.85, -0.17)
H (-1.06, 5.05, -3.11)
H (-1.75, 5.58, 1.42)
H (-4.51, 2.05, 3.88)
H (2.40, -5.90, 0.34)
H (-7.65, -6.01, -8.72)
H (-3.86, -5.07, -4.93)
H (-0.21, 1.66, 1.65)
H (-0.33, -3.26, -5.73)
H (-3.88, -0.21, -4.87)
H (-3.11, 1.18, 1.48)
H (-2.46, 5.17, 5.01)
H (7.18, -3.30, 2.40)
H (-7.16, -2.25, 2.62)
H (-3.30, -7.24, -6.34)
H (1.47, -4.16, 6.65)
H (-6.37, -2.02, -5.65)
H (3.16, -2.72, 1.39)
H (-4.88, 5.36, 1.33)
H (5.78, 2.47, 6.61)
H (-7.01, -7.46, -7.94)
H (-3.52, -4.60, -7.83)
H (5.15, 2.10, 9.83)
H (-2.34, -0.06, -2.12)
H (-4.94, -4.26, 1.80)
H (1.65, 0.62, 7.26)
H (-8.71, -2.51, -1.62)
H (-1.25, 3.13, 2.60)
H (-7.04, -4.31, 3.87)
H (-5.81, 0.00, -1.75)
H (-0.54, -3.78, -9.27)
H (1.88, 1.70, -4.88)
H (-0.97, -1.16, 3.86)
H (-3.37, -1.61, -7.59)
H (-0.04, 1.90, 5.34)
H (4.44, 5.70, 0.00)
H (-2.31, -4.34, -4.46)
H (-4.51, -1.78, -8.57)
H (-3.93, 2.47, 1.44)
H (-2.07, -1.42, -3.22)
H (-7.54, -1.24, -1.94)
H (1.34, 7.18, 5.35)
H (9.42, 8.46, 2.38)
H (-4.21, -3.98, -0.85)
H (5.43, 2.67, 1.89)
H (-6.82, -7.16, -9.69)
H (2.37, -2.69, 6.46)
H (-0.33, -4.87, -8.28)
H (-6.32, 9.44, 4.64)
H (-1.32, -1.38, 0.30)
H (-6.95, 2.93, 0.11)
H (-7.11, -2.87, -2.03)
H (-7.24, -3.25, -5.51)
H (-1.12, 1.07, -0.29)
H (1.37, 3.42, 2.26)
H (-2.33, 8.41, 0.16)
H (-3.66, -0.28, 4.69)
H (0.26, -4.27, 0.98)
H (0.34, -5.25, -3.44)
H (6.68, 2.40, -1.76)
H (5.14, -2.01, 2.69)
H (-1.32, 5.10, -4.77)
H (-3.56, -6.39, -0.46)
H (-2.54, 0.14, -5.47)
H (-2.69, -1.71, -1.55)
H (-2.04, 1.89, -4.22)
H (2.29, 4.16, 3.21)
H (-2.75, -7.08, -7.90)
H (8.96, 6.88, 2.79)
H (2.11, -1.75, -3.60)
H (7.36, 8.80, 0.96)
H (-3.85, 4.28, 4.56)
H (-2.93, 4.53, 0.63)
H (-0.15, -5.93, 1.53)
H (-4.80, 2.51, -3.89)
H (-1.86, -6.36, -6.60)
H (1.57, -3.28, 2.84)
H (0.19, 0.70, -3.71)
H (-4.92, -4.80, -2.79)
H (4.17, -5.85, 0.90)
H (-1.53, -2.20, 2.48)
H (-3.84, 6.93, 6.26)
H (-4.71, 9.43, 5.53)
H (2.35, -2.03, -0.69)
H (-0.48, -1.00, 6.34)
H (3.69, -0.84, -0.78)
H (-4.85, -2.52, 1.37)
H (4.88, 0.66, 3.60)
H (2.83, -3.59, 8.86)
H (1.93, -1.55, -7.94)
H (2.88, -5.36, 8.53)
H (-5.11, -2.77, -0.73)
H (1.89, -0.78, 1.51)
H (3.34, 5.58, -3.08)
H (-0.61, -0.10, -6.27)
H (3.62, 4.06, 5.17)
H (-6.38, 7.07, 7.45)
H (6.62, -2.06, -7.99)
H (5.75, 3.81, 0.04)
H (0.50, -2.40, -3.67)
H (1.45, 0.47, 5.76)
H (3.38, 6.59, 5.99)
H (2.87, -6.68, 1.79)
H (-6.35, 2.39, -2.16)
H (0.89, -1.75, -9.25)
H (-1.01, 3.55, -0.70)
H (-1.40, -4.62, 1.56)
H (-6.69, 4.69, -0.26)
H (2.34, 4.62, -2.00)
H (5.24, -9.28, 0.03)
H (6.77, 1.02, 6.71)
H (-0.91, 0.27, 2.03)
H (-5.19, -0.20, 2.03)
H (7.50, -3.93, 0.77)
H (-0.45, -0.98, -5.01)
H (-2.88, 4.85, 3.32)
H (-4.02, -5.98, 0.92)
H (-0.45, 3.16, 3.88)
H (5.65, 2.01, 4.20)
H (-5.20, -1.95, -4.24)
H (-2.48, 4.19, -3.82)
H (-4.67, -1.74, -2.83)
H (-4.04, 6.65, -0.33)
H (2.34, 3.71, 6.30)
H (-4.94, -2.92, 2.99)
H (6.08, 6.47, 2.41)
H (1.17, 5.88, 2.01)
H (6.41, -2.14, -5.42)
H (1.80, -3.55, -3.59)
H (-3.67, 8.78, 1.29)
H (6.26, -0.17, -3.99)
H (3.77, 2.04, -1.65)
H (-2.31, 0.78, 4.34)
H (5.09, -2.88, -8.04)
H (7.62, -2.23, 1.01)
H (1.93, 0.65, 0.00)
H (-4.54, -3.95, -5.86)
H (-5.78, 1.48, 2.05)
H (-5.99, -4.77, -7.01)
H (-2.52, -5.54, -2.42)
H (2.09, 7.12, 7.67)
H (-5.20, 5.71, 6.14)
H (0.77, -4.56, -5.81)
H (-5.56, 8.47, 7.22)
H (3.97, -3.64, -5.91)
H (4.07, -2.52, -0.78)
H (4.71, -8.83, -2.78)
H (5.66, -0.96, 1.50)
H (3.39, -10.84, -1.76)
H (3.71, -1.35, -6.49)
H (3.18, 6.89, 0.24)
H (-2.77, -3.29, -6.47)
H (7.78, 9.68, 2.90)
H (-6.52, 7.09, 4.95)
H (-1.42, 2.53, -5.65)
H (1.97, -2.01, 3.88)
H (3.24, 3.35, -0.67)
H (-2.37, -2.36, 3.98)
H (2.50, -9.34, -2.46)
H (0.92, 2.19, -0.30)
H (-1.63, -2.84, -7.35)
H (3.75, -1.02, 5.26)
H (-3.57, 2.99, -1.03)
H (4.66, -3.28, -4.53)
H (4.93, -6.77, -1.13)
H (-8.32, -4.18, 3.06)
H (3.87, 2.73, 1.41)
H (0.11, 4.75, -1.39)
H (-8.65, -3.35, 0.67)
H (0.79, 7.28, 3.04)
H (7.28, 2.13, -0.06)
H (1.20, 0.94, -1.55)
H (-5.86, 0.81, -0.22)
H (0.98, 1.87, -6.40)
H (1.48, -3.92, -8.12)
H (-2.34, 7.97, 1.85)
H (0.37, -1.66, -0.02)
H (3.11, 6.01, 8.10)
H (3.04, -5.88, 5.08)
H (-0.24, 5.92, 3.11)
H (2.98, -5.45, 3.49)
H (4.95, 0.45, -2.93)
H (-4.33, 0.63, -1.02)
H (6.79, 6.25, 0.81)
H (3.89, 1.31, 5.86)
H (6.29, 9.35, 2.96)
H (-4.21, 6.34, 2.55)
H (6.13, 1.01, -0.77)
H (4.36, -0.89, 6.93)
H (9.24, 7.28, 1.14)
H (1.45, 0.59, 3.33)
H (2.65, -9.68, -0.76)
H (-7.19, -4.10, 0.15)
H (-2.75, -3.48, -3.18)
H (5.45, -1.16, 5.62)
H (3.73, 6.09, 1.60)
H (-0.86, -6.17, -4.26)
H (6.71, 1.42, 9.63)
H (-0.70, -1.68, 7.67)
H (0.66, -3.10, 4.33)
H (2.83, 3.91, -3.52)
H (5.30, 1.24, -4.47)
H (3.98, 4.14, 6.83)
H (-5.71, -6.38, -6.49)
H (4.35, -4.52, 8.85)
H (5.05, -0.24, -6.44)
H (-0.32, -3.69, -1.34)
H (-6.18, 0.39, 3.37)
H (-6.49, 4.13, 1.37)
H (3.09, 0.20, 1.30)
H (0.63, 5.67, 5.61)
H (-2.04, -3.89, -0.88)
H (-6.21, -4.69, -3.57)
H (-4.94, 8.74, 3.97)
H (6.25, -8.96, -1.10)
H (-4.79, 0.92, -3.43)
H (3.64, -3.67, 4.54)
H (-1.23, 2.22, 6.22)
H (0.07, 4.61, 0.35)
H (3.34, -6.98, -1.77)
H (6.48, -3.65, -7.29)
H (0.28, -1.16, -7.68)
H (6.27, 2.77, 8.71)
H (2.26, 1.73, 3.90)
H (-4.66, 4.17, -1.77)
H (1.49, 0.30, -5.88)
H (-0.27, -6.72, -2.65)

Computed properties:
HOMO, Ha: -0.316
Orbital gap, eV: 8.563

---

2.
Entry from OMol25: C33H44As3N5O3STi as an isolated structure (wB97M-V/def2-TZVPD).

CARTESIAN COORDINATES (ANGSTROEM)
As (1.56, 0.29, -3.71)
As (0.90, -1.50, -7.12)
As (-1.38, -1.12, -2.25)
Ti (-0.21, 0.60, 0.17)
S (-3.09, 0.97, -0.35)
O (0.51, -1.17, -0.19)
O (1.34, 0.72, 1.39)
O (-0.12, 1.93, -1.16)
N (0.10, 2.18, 2.62)
N (-0.45, 2.33, 1.35)
N (-4.38, 1.43, 1.94)
N (-2.51, 0.21, 2.21)
N (-1.36, -0.33, 1.62)
C (1.15, -3.96, -4.44)
C (2.68, -3.51, 1.54)
C (-2.45, 5.26, -1.89)
C (1.85, -1.67, -3.84)
C (1.02, -1.93, 0.77)
C (-1.88, 4.53, -2.94)
C (1.81, 0.92, 3.74)
C (0.98, -2.76, 3.05)
C (-2.85, -0.96, -3.54)
C (1.52, 1.49, 4.98)
C (2.26, 1.14, 6.10)
C (-2.20, 4.85, -0.59)
C (3.30, 0.22, 5.99)
C (-1.11, 3.38, 1.08)
C (3.59, -0.35, 4.76)
C (2.11, -3.53, 2.81)
C (2.90, 0.83, -5.03)
C (-0.40, -2.63, -3.10)
C (-0.77, -1.16, 2.40)
C (-3.27, 0.85, 1.36)
C (0.65, -2.53, -4.22)
C (-1.09, 3.42, -2.70)
C (-0.87, 2.99, -1.38)
C (2.03, -3.06, -7.49)
C (0.42, -1.96, 2.05)
C (-1.42, 3.73, -0.31)
C (2.84, 0.00, 3.63)
C (-0.07, -2.00, -5.48)
C (-0.53, -2.03, -8.35)
C (2.77, 0.57, -2.19)
C (1.03, 1.27, 2.52)
C (-2.30, -2.39, -1.08)
C (2.14, -2.73, 0.54)
H (3.56, -4.11, 1.34)
H (3.87, -0.05, 6.86)
H (3.01, 1.63, -2.13)
H (-2.62, 5.41, 0.25)
H (-0.79, -3.08, -8.19)
H (-4.78, 2.17, 1.40)
H (-2.98, -1.88, -4.12)
H (0.37, -4.60, -4.87)
H (-0.21, -1.89, -9.38)
H (-2.05, 4.84, -3.96)
H (0.70, 2.20, 5.04)
H (2.02, -4.00, -5.10)
H (2.94, -3.03, -6.91)
H (2.53, 0.67, -6.05)
H (0.07, -3.10, -2.23)
H (-3.07, 6.12, -2.09)
H (2.21, -2.00, -2.86)
H (-1.57, -2.87, -0.43)
H (2.29, -3.00, -8.55)
H (2.31, 0.27, -1.26)
H (-4.29, 1.61, 2.93)
H (3.69, 0.00, -2.34)
H (-0.58, -1.07, -5.21)
H (-1.35, 4.08, 1.88)
H (-0.86, -2.71, -5.77)
H (1.50, -4.00, -7.31)
H (-0.65, 2.85, -3.50)
H (4.39, -1.07, 4.66)
H (0.53, -2.74, 4.04)
H (-1.22, -1.31, 3.38)
H (3.09, 1.89, -4.90)
H (1.45, -4.40, -3.48)
H (-2.82, -3.15, -1.68)
H (2.53, -4.14, 3.60)
H (2.59, -2.70, -0.45)
H (-3.76, -0.75, -2.98)
H (2.66, -1.82, -4.55)
H (3.83, 0.27, -4.88)
H (-3.02, -1.84, -0.47)
H (-1.41, -1.41, -8.17)
H (-1.18, -3.32, -3.46)
H (3.05, -0.43, 2.66)
H (-2.67, -0.12, -4.22)
H (2.04, 1.60, 7.05)

Computed properties:
HOMO (spin up / spin down), Ha: -0.127 / -0.171
Expectation value of S²: 0.76
Orbital gap (spin up / spin down), eV: 6.015 / 7.223
Multiplicity: 2
Total charge: -1

---

3.
Entry from OMol25: C4H6ClNS as an isolated structure (wB97M-V/def2-TZVPD).

CARTESIAN COORDINATES (ANGSTROEM)
Cl (2.33, -1.74, 0.01)
S (-3.56, -1.25, 0.24)
N (-1.16, -0.06, 0.07)
C (-0.08, -0.97, 0.07)
C (1.72, 0.98, 0.37)
C (1.13, -0.40, -0.05)
C (-2.49, -0.08, -0.27)
H (-0.74, 0.94, -0.70)
H (-0.21, -2.15, -0.17)
H (-2.87, 1.04, -0.74)
H (1.01, 1.79, 0.08)
H (2.77, 1.13, -0.36)
H (2.14, 0.76, 1.44)

Computed properties:
HOMO, Ha: -0.317
Orbital gap, eV: 8.315

---

4.
Entry from OMol25: a 2-piece molecular cluster, C4H9N2O overall (wB97M-V/def2-TZVPD).

CARTESIAN COORDINATES (ANGSTROEM)
O (1.06, -3.31, -2.10)
N (0.59, 0.82, -0.39)
N (-0.39, -0.96, 0.45)
C (-0.45, 1.29, 0.43)
C (-1.12, 0.19, 0.84)
C (0.63, -0.54, -0.29)
C (-0.72, 2.66, 0.99)
H (1.51, 1.22, -0.52)
H (-1.46, 2.56, 1.77)
H (1.11, -1.07, -1.11)
H (-1.16, 3.42, 0.36)
H (0.23, 3.03, 1.35)
H (-1.82, 0.24, 1.67)
H (0.37, -3.89, -2.45)
H (-0.16, -1.75, 1.04)
H (1.79, -3.92, -2.03)

Computed properties:
HOMO, Ha: -0.523
Orbital gap, eV: 10.206
Total charge: +1